No. 1
DFT (ωB97M-V with the def2-TZVPD basis set) results for a cluster of 10 separate species, C28H56Cl8O16 in total in a non-equilibrium geometry.

Each line ends with the Mulliken charge.
Atoms and positions in Å:
C1 23.257 3.008 15.945  -1.368
C2 22.378 3.298 17.143  0.396
O1 21.554 2.146 17.407  0.098
C3 21.607 1.495 18.565  0.654
O2 22.223 1.872 19.539  -0.679
O3 20.822 0.434 18.490  -0.216
C4 20.619 -0.327 19.677  -0.679
H1 22.628 2.754 15.089  0.151
H2 23.888 2.132 16.103  0.435
H3 23.843 3.902 15.738  0.408
H4 21.616 4.035 16.885  -0.411
H5 22.944 3.616 18.015  0.446
H6 21.538 -0.761 20.059  0.289
H7 19.922 -1.114 19.395  0.234
H8 20.095 0.278 20.416  0.258
C5 17.865 7.763 20.978  0.098
C6 16.528 7.956 21.698  -0.395
O4 15.562 8.642 20.914  -0.361
C7 15.704 9.784 20.292  0.824
O5 16.700 10.434 20.113  -0.582
O6 14.499 10.123 19.813  -0.310
C8 14.434 11.223 18.948  -0.684
H9 18.457 7.038 21.528  -0.255
H10 18.340 8.737 21.012  0.675
H11 17.689 7.383 19.972  -0.110
H12 16.649 8.505 22.637  0.436
H13 16.117 6.984 21.971  -0.231
H14 15.007 11.022 18.041  0.281
H15 14.851 12.149 19.363  0.294
H16 13.412 11.517 18.723  0.256
C9 14.146 5.294 20.689  -0.932
C10 14.405 6.154 19.484  0.153
O7 15.483 5.641 18.713  -0.128
C11 15.895 6.294 17.646  0.453
O8 15.306 7.197 17.116  -0.619
O9 17.046 5.774 17.263  -0.034
C12 17.762 6.345 16.183  -0.632
H17 13.269 5.652 21.226  0.440
H18 15.020 5.163 21.322  0.020
H19 13.829 4.303 20.346  0.172
H20 14.627 7.198 19.729  -0.212
H21 13.493 6.316 18.898  0.470
H22 18.239 7.261 16.546  0.289
H23 17.102 6.619 15.361  0.355
H24 18.558 5.677 15.868  0.035
C13 21.909 7.440 15.958  -1.697
C14 21.151 6.394 15.150  0.816
O10 22.036 5.931 14.156  -0.364
C15 21.612 4.925 13.402  0.844
O11 20.520 4.446 13.455  -0.612
O12 22.598 4.516 12.622  -0.333
C16 22.244 3.851 11.430  -0.724
H25 22.689 6.991 16.573  0.363
H26 21.262 7.949 16.677  0.431
H27 22.255 8.214 15.274  0.443
H28 20.290 6.900 14.702  0.540
H29 20.810 5.608 15.823  -0.499
H30 23.070 3.200 11.161  0.251
H31 22.014 4.511 10.586  0.296
H32 21.320 3.278 11.544  0.337
C17 24.968 7.920 21.490  -1.356
C18 23.462 7.772 21.695  0.188
O13 22.888 7.572 20.383  -0.316
C19 21.581 7.519 20.291  0.249
C20 21.107 7.447 18.865  -0.286
O14 20.790 7.509 21.207  -0.527
H33 25.186 8.837 20.950  0.345
H34 25.284 7.093 20.847  0.314
H35 25.501 7.741 22.421  0.400
H36 23.279 6.897 22.313  -0.015
H37 23.056 8.694 22.102  0.315
H38 21.129 6.387 18.591  -0.342
H39 21.736 8.022 18.187  0.743
H40 20.086 7.770 18.676  0.170
C21 18.808 4.918 20.395  0.943
C22 18.563 3.499 19.897  -0.115
O15 17.984 3.432 18.606  0.072
C23 18.586 3.957 17.542  0.699
C24 17.965 3.441 16.267  -0.878
O16 19.535 4.702 17.548  0.257
H41 19.086 5.001 21.449  -0.278
H42 17.827 5.409 20.472  -0.368
H43 19.418 5.547 19.757  -0.205
H44 19.444 2.851 19.977  -0.319
H45 17.954 2.996 20.650  0.061
H46 18.819 3.209 15.631  -0.096
H47 17.439 4.270 15.789  0.147
H48 17.265 2.636 16.454  0.356
Cl1 16.240 4.913 24.128  -0.134
C25 16.220 3.135 23.972  0.212
Cl2 14.685 2.522 23.332  -0.152
H49 16.981 2.982 23.210  -0.317
H50 16.615 2.654 24.860  0.404
Cl3 16.029 0.834 19.767  -0.162
C26 14.856 1.642 18.708  0.606
Cl4 13.764 0.450 17.931  -0.183
H51 14.261 2.271 19.361  -0.060
H52 15.336 2.290 17.983  -0.196
Cl5 21.482 6.245 24.984  -0.179
C27 21.133 5.201 23.612  0.598
Cl6 20.051 3.853 23.957  -0.174
H53 20.594 5.802 22.884  -0.554
H54 22.046 4.838 23.152  0.310
Cl7 20.816 -0.234 14.764  -0.178
C28 19.375 0.556 15.362  0.852
Cl8 18.047 0.462 14.175  -0.193
H55 19.013 0.040 16.244  0.184
H56 19.505 1.609 15.583  -0.718

Its electronic energy is -162883.41262 eV. As for the frontier orbital gap: 10.727 eV. Its SMILES is CCOC(=O)OC.CCOC(=O)OC.CCOC(=O)OC.CCOC(=O)OC.CCOC(C)=O.CCOC(C)=O.ClCCl.ClCCl.ClCCl.ClCCl. For the largest force on an atom, the calculation gives 2.14 eV/Å. The value obtained for the LUMO energy is 0.32 eV.



No. 2
DFT (ωB97M-V with the def2-TZVPD basis set) results for a cluster of 13 separate species, C28H56ClFN3O50S13 in total in a non-equilibrium geometry.

Each line ends with the Mulliken charge.
Atoms and positions in Å:
N1 2.968 -1.836 -2.086  -0.331
C1 2.722 -0.553 -1.854  0.651
N2 3.356 0.111 -0.844  -0.340
C2 2.267 0.688 0.024  -0.017
Cl1 2.836 1.237 1.571  -0.077
C3 1.652 1.786 -0.835  -0.912
C4 0.923 1.076 -1.971  -0.294
S1 -0.689 0.400 -1.434  1.251
O1 -0.971 0.778 -0.101  -0.547
O2 -1.649 0.803 -2.392  -0.587
F1 -0.533 -1.164 -1.558  -0.153
N3 1.807 0.090 -2.640  -0.195
H1 3.843 -2.284 -1.860  0.258
H2 2.256 -2.422 -2.495  0.166
H3 3.923 -0.554 -0.325  0.318
H4 1.567 -0.136 0.198  0.159
H5 1.023 2.461 -0.260  0.566
H6 2.490 2.299 -1.311  0.415
H7 0.646 1.839 -2.700  0.411
H8 1.266 -0.642 -3.096  0.269
C5 -2.504 -4.206 -1.786  -0.327
C6 -2.481 -3.728 -3.223  -0.329
O3 -2.007 -4.848 -3.973  -0.300
S2 -2.504 -6.201 -3.278  1.135
O4 -3.683 -6.658 -3.918  -0.433
O5 -1.380 -7.038 -3.072  -0.635
O6 -2.941 -5.561 -1.867  -0.290
H9 -1.503 -4.196 -1.346  0.226
H10 -3.179 -3.627 -1.160  0.382
H11 -1.823 -2.875 -3.367  0.269
H12 -3.483 -3.478 -3.579  0.279
C7 2.070 5.835 4.760  -0.413
C8 2.869 4.553 4.755  -0.199
O7 2.674 4.020 3.423  -0.244
S3 2.524 5.226 2.387  1.030
O8 3.785 5.456 1.762  -0.535
O9 1.349 5.012 1.618  -0.553
O10 2.276 6.382 3.432  -0.312
H13 1.007 5.642 4.888  0.270
H14 2.405 6.537 5.507  0.341
H15 2.530 3.842 5.499  0.317
H16 3.934 4.742 4.893  0.259
C9 -5.780 -7.151 -1.567  -0.247
C10 -5.627 -8.585 -2.026  -0.259
O11 -6.068 -9.367 -0.903  -0.324
S4 -7.222 -8.584 -0.123  1.148
O12 -8.482 -9.072 -0.565  -0.549
O13 -6.881 -8.522 1.247  -0.502
O14 -6.988 -7.144 -0.796  -0.326
H17 -4.958 -6.849 -0.916  0.208
H18 -5.857 -6.457 -2.398  0.268
H19 -4.603 -8.838 -2.286  0.280
H20 -6.280 -8.803 -2.872  0.299
C11 -3.367 -6.080 -9.436  -0.397
C12 -3.250 -4.579 -9.297  -0.322
O15 -3.895 -4.286 -8.046  -0.325
S5 -3.672 -5.510 -7.030  1.238
O16 -2.578 -5.196 -6.173  -0.519
O17 -4.936 -5.907 -6.530  -0.577
O18 -3.176 -6.582 -8.103  -0.316
H21 -4.362 -6.375 -9.774  0.309
H22 -2.619 -6.497 -10.104  0.317
H23 -3.736 -4.040 -10.107  0.341
H24 -2.207 -4.265 -9.225  0.243
C13 -7.449 -13.314 4.096  -0.369
C14 -7.720 -13.450 2.613  -0.320
O19 -8.227 -12.167 2.227  -0.309
S6 -7.534 -11.023 3.111  1.179
O20 -6.462 -10.456 2.381  -0.480
O21 -8.556 -10.218 3.675  -0.578
O22 -6.935 -11.986 4.249  -0.308
H25 -8.369 -13.396 4.679  0.293
H26 -6.726 -14.040 4.457  0.303
H27 -8.448 -14.225 2.388  0.308
H28 -6.802 -13.639 2.053  0.280
C15 1.079 5.997 10.363  -0.389
C16 1.887 4.720 10.392  -0.160
O23 1.727 4.171 9.067  -0.291
S7 1.588 5.354 8.018  1.195
O24 2.867 5.580 7.432  -0.598
O25 0.434 5.133 7.223  -0.595
O26 1.308 6.533 9.044  -0.322
H29 0.011 5.802 10.473  0.315
H30 1.394 6.707 11.122  0.323
H31 1.539 4.016 11.140  0.462
H32 2.946 4.921 10.552  0.060
C17 6.213 6.158 -1.049  -0.335
C18 6.012 6.907 0.247  -0.186
O27 7.332 7.365 0.596  -0.316
S8 8.161 7.676 -0.727  1.050
O28 8.100 9.067 -1.004  -0.600
O29 9.401 6.990 -0.648  -0.493
O30 7.200 6.923 -1.759  -0.344
H33 6.615 5.158 -0.875  0.324
H34 5.301 6.085 -1.635  0.317
H35 5.602 6.283 1.032  0.259
H36 5.373 7.781 0.108  0.266
C19 13.239 5.803 -0.908  -0.333
C20 12.398 6.773 -0.108  -0.113
O31 12.980 6.746 1.205  -0.295
S9 14.557 6.496 1.091  1.109
O32 15.234 7.739 1.166  -0.539
O33 14.897 5.408 1.935  -0.532
O34 14.577 6.006 -0.436  -0.312
H37 12.958 4.767 -0.703  0.322
H38 13.185 5.987 -1.977  0.305
H39 11.354 6.489 -0.068  0.250
H40 12.483 7.789 -0.500  0.199
C21 -10.976 -7.056 -0.306  -0.178
C22 -11.367 -6.272 0.926  -0.300
O35 -11.892 -5.040 0.410  -0.333
S10 -12.615 -5.311 -0.993  1.091
O36 -14.011 -5.443 -0.780  -0.530
O37 -12.091 -4.398 -1.944  -0.546
O38 -12.007 -6.764 -1.263  -0.323
H41 -10.024 -6.712 -0.712  0.188
H42 -10.922 -8.124 -0.120  0.318
H43 -10.526 -6.081 1.587  0.291
H44 -12.159 -6.774 1.485  0.319
C23 6.662 3.793 10.152  -0.300
C24 6.566 2.318 9.818  -0.317
O39 6.044 1.716 11.010  -0.302
S11 5.056 2.737 11.740  1.132
O40 3.721 2.423 11.367  -0.518
O41 5.452 2.864 13.091  -0.546
O42 5.492 4.057 10.941  -0.323
H45 7.541 4.010 10.759  0.272
H46 6.668 4.423 9.267  0.314
H47 7.528 1.881 9.565  0.317
H48 5.859 2.138 9.006  0.260
C25 -7.798 -1.436 -8.110  -0.308
C26 -7.213 -2.829 -8.165  -0.130
O43 -7.364 -3.232 -9.531  -0.292
S12 -7.227 -1.953 -10.482  1.117
O44 -5.894 -1.891 -10.973  -0.551
O45 -8.342 -1.916 -11.351  -0.527
O46 -7.393 -0.835 -9.349  -0.325
H49 -8.889 -1.459 -8.075  0.296
H50 -7.425 -0.857 -7.269  0.302
H51 -7.727 -3.522 -7.505  0.348
H52 -6.147 -2.827 -7.930  0.090
C27 6.411 11.095 -2.770  0.238
C28 6.091 12.299 -1.914  -0.379
O47 5.312 13.146 -2.771  -0.316
S13 4.438 12.249 -3.768  1.100
O48 3.128 12.108 -3.241  -0.532
O49 4.665 12.700 -5.091  -0.536
O50 5.217 10.869 -3.537  -0.304
H53 7.229 11.305 -3.462  0.280
H54 6.654 10.218 -2.181  -0.146
H55 6.980 12.820 -1.572  0.323
H56 5.476 12.027 -1.054  0.325

Its electronic energy is -292868.63425 eV. The net charge is +1. As for the frontier orbital gap: 7.218 eV. For the largest force on an atom, the calculation gives 2.87 eV/Å. The value obtained for the LUMO energy is -4.55 eV.